The following is a DFT calculation (ωB97M-V with the def2-TZVPD basis set) of a 2-piece molecular cluster, C27H38BF10I2N3O8S3 overall in a non-equilibrium geometry.

Atoms and positions in Å:
C 0.005 4.403 -2.253
C -1.263 4.005 -3.264
N -0.838 2.947 -4.258
C -1.877 2.691 -5.328
C -3.401 2.444 -4.773
C -0.350 1.678 -3.595
S -1.243 0.777 -2.454
S 1.359 0.956 -4.053
C 1.792 -0.235 -2.630
C 1.264 -1.771 -2.902
C 1.850 -2.745 -1.685
C 0.729 -3.750 -1.041
C 1.579 -4.763 -0.059
C 2.582 -4.012 0.998
N 4.054 -4.115 0.610
C -0.449 -2.791 -0.372
C -0.579 -2.697 1.258
C -2.160 -2.731 1.803
C -2.930 -1.291 1.657
C -2.287 -0.223 2.763
C -2.176 1.319 2.170
F -3.615 1.781 2.081
F -1.712 1.357 0.731
C -1.438 2.389 3.144
F -2.273 2.485 4.398
F -1.547 3.749 2.510
S 0.300 2.032 3.672
F 0.630 0.921 2.421
F -0.130 0.833 4.816
F 0.129 3.278 4.876
F 0.826 3.297 2.590
F 1.929 1.856 4.182
N -1.772 -3.189 -1.019
C -1.631 -4.265 -1.859
F -2.908 -4.705 -2.466
C -0.090 -4.805 -1.991
C 0.394 -5.101 -3.527
I 2.449 -5.965 -3.650
C -0.559 -6.136 -4.374
C -1.315 -7.279 -3.475
I -1.945 -5.066 -5.758
H 0.304 3.513 -1.537
H -0.249 5.343 -1.570
H 0.921 4.691 -2.960
H -1.531 5.027 -3.819
H -2.139 3.630 -2.575
H -1.555 1.785 -5.997
H -1.876 3.648 -6.031
H -4.072 2.222 -5.729
H -3.814 3.396 -4.216
H -3.527 1.521 -4.062
H 2.983 -0.263 -2.610
H 1.454 0.191 -1.589
H 0.073 -1.799 -2.938
H 1.662 -2.085 -3.964
H 2.322 -1.983 -0.896
H 2.788 -3.305 -2.156
H 0.770 -5.336 0.605
H 2.184 -5.595 -0.617
H 2.417 -4.461 2.091
H 2.341 -2.849 1.108
H 4.483 -3.175 0.780
H 4.114 -4.389 -0.408
H -0.401 -1.635 -0.669
H -0.029 -3.537 1.857
H -0.053 -1.673 1.575
H -2.059 -2.934 2.975
H -2.761 -3.656 1.383
H -4.062 -1.482 1.985
H -2.982 -0.860 0.570
H -1.264 -0.684 3.094
H -3.047 -0.200 3.669
H -2.734 -2.796 -0.926
H 0.047 -5.821 -1.393
H 0.464 -4.110 -4.189
H 0.173 -6.726 -5.109
H -2.484 -7.056 -3.383
H -1.258 -8.288 -4.111
H -0.809 -7.525 -2.448
B 2.448 7.053 5.716
O 2.740 8.411 6.185
C 2.382 9.247 5.201
O 2.491 10.461 5.262
C 1.861 8.499 4.088
O 1.450 8.965 3.038
O 1.889 7.188 4.367
O 3.663 6.231 5.700
C 3.437 5.188 6.510
O 4.248 4.302 6.728
C 2.113 5.279 7.068
O 1.603 4.486 7.843
O 1.501 6.381 6.611

Output
total charge: 0
ΔE to the lowest compared entry with this formula, charge and spin: 213.9 kcal per mole
E_HOMO: -8.4 eV
F_max: 6.508 eV/Å


The following is a DFT calculation (ωB97M-V with the def2-TZVPD basis set) of a single C5H8N2 molecule in a non-equilibrium geometry.

Atoms and positions in Å:
C 1.776 -0.327 0.288
C 0.313 -0.097 0.329
C -0.420 -1.118 -0.470
C -0.557 0.401 -0.862
C -1.604 1.156 -0.333
H 2.075 -1.300 0.735
H 2.087 0.778 0.552
H 1.881 -0.664 -0.731
H -1.328 -1.579 -0.023
H 0.091 -1.857 -1.262
H -0.277 0.899 -1.727
H -1.999 1.643 -1.248
H -0.045 0.395 2.408
N -1.579 1.182 1.035
N -0.413 0.488 1.309

Output
total charge: 0
ΔE to the lowest compared entry with this formula, charge and spin: 117.4 kcal per mole
E_HOMO: -7.8 eV
F_max: 7.735 eV/Å


The following is a DFT calculation (ωB97M-V with the def2-TZVPD basis set) of a 2-piece molecular cluster, C24H16F3O4S overall in a non-equilibrium geometry.

Atoms and positions in Å:
C 3.856 -1.606 2.118
C 2.474 -1.793 2.215
C 1.655 -0.686 2.424
C 2.205 0.592 2.522
C 3.583 0.789 2.456
C 4.413 -0.315 2.250
C 1.111 1.612 2.584
O 1.237 2.814 2.429
C -0.168 0.828 2.741
C -1.394 1.401 2.839
C -2.664 0.693 2.782
C -2.917 -0.442 3.584
C -4.126 -1.130 3.490
C -5.112 -0.714 2.587
C -4.885 0.427 1.806
C -3.693 1.144 1.922
C 0.165 -0.621 2.529
O -0.592 -1.578 2.424
H 4.509 -2.462 1.945
H 2.015 -2.775 2.140
H 3.977 1.794 2.581
H 5.494 -0.185 2.188
H -1.423 2.493 2.840
H -2.146 -0.768 4.283
H -4.281 -2.007 4.118
H -6.051 -1.264 2.509
H -5.634 0.750 1.083
H -3.489 2.023 1.304
F 2.057 1.753 7.237
C 0.848 1.175 7.349
F 0.902 -0.064 6.794
F 0.530 1.053 8.660
S -0.443 2.234 6.478
C -1.822 1.176 6.479
C -3.151 1.663 6.357
C -4.252 0.888 6.838
C -5.557 1.290 6.606
C -5.827 2.483 5.919
C -4.759 3.295 5.496
C -3.447 2.918 5.742
O -0.679 3.349 7.375
O 0.129 2.455 5.167
H -1.657 0.253 7.039
H -4.019 -0.011 7.410
H -6.384 0.674 6.960
H -6.855 2.787 5.705
H -4.961 4.235 4.973
H -2.627 3.589 5.480

Output
total charge: -1
E_HOMO: -3.1 eV
F_max: 2.561 eV/Å


The following is a DFT calculation (ωB97M-V with the def2-TZVPD basis set) of C6H7FO as an isolated structure in a non-equilibrium geometry.

Atoms and positions in Å:
C -1.347 1.467 -1.632
C -0.370 0.520 -0.847
C 0.281 -0.571 -1.263
C 0.937 -1.070 -0.126
C 0.671 -0.148 0.898
C 0.760 -0.469 2.424
H -1.254 2.574 -1.646
H -1.068 1.197 -2.701
H -2.500 1.146 -1.575
H 0.215 -1.326 -2.263
H 1.211 -2.092 0.284
H 0.810 0.608 3.139
H -0.272 -1.363 2.663
O -0.036 0.928 0.433
F 1.961 -1.402 2.212

Output
total charge: 0
ΔE to the lowest compared entry with this formula, charge and spin: 99.9 kcal per mole
E_HOMO: -8.3 eV
F_max: 5.005 eV/Å


The following is a DFT calculation (ωB97M-V with the def2-TZVPD basis set) of C5H6O2 as an isolated structure in a non-equilibrium geometry.

Atoms and positions in Å:
O 2.027 -1.454 -0.718
C 1.639 -0.315 -0.605
C 0.269 0.051 -0.168
C -1.246 -1.170 1.433
C -0.744 -1.048 0.067
C -0.324 1.375 -0.299
O -1.423 1.642 0.177
H 2.312 0.549 -0.751
H -1.100 -0.143 1.831
H 0.612 1.086 0.710
H -1.733 -0.628 -0.282
H -0.580 -1.992 -0.485
H 0.292 2.047 -0.909

Output
total charge: 0
ΔE to the lowest compared entry with this formula, charge and spin: 161.2 kcal per mole
E_HOMO: -8.9 eV
F_max: 2.680 eV/Å


The following is a DFT calculation (ωB97M-V with the def2-TZVPD basis set) of a 6-piece molecular cluster, C34H55BrClNO12 overall in a non-equilibrium geometry.

Atoms and positions in Å:
C -3.922 0.482 2.167
C -2.387 0.617 2.181
C -1.737 0.197 3.522
Br -2.343 -1.641 3.873
C -2.117 1.145 4.656
C -2.692 2.387 4.392
C -3.095 3.247 5.404
C -2.932 2.916 6.735
C -2.332 1.712 7.018
C -1.920 0.851 6.005
C -1.252 -0.308 6.701
O -0.448 -1.096 6.303
N -1.667 -0.268 8.076
C -2.646 -1.330 8.398
C -1.971 -2.566 9.028
C -0.832 -2.259 9.980
Cl -1.404 -1.203 11.311
C -2.037 1.078 8.347
O -2.065 1.598 9.422
H -4.365 0.525 3.163
H -4.188 -0.485 1.745
H -4.395 1.260 1.565
H -2.006 -0.061 1.417
H -2.057 1.607 1.897
H -0.664 0.204 3.345
H -2.865 2.717 3.379
H -3.555 4.186 5.123
H -3.255 3.561 7.544
H -3.068 -1.669 7.446
H -3.463 -0.943 9.003
H -1.541 -3.123 8.190
H -2.710 -3.202 9.515
H 0.002 -1.781 9.475
H -0.471 -3.185 10.423
O -1.207 2.537 0.072
C -0.935 2.182 -1.047
O -1.916 1.656 -1.798
C -1.763 1.355 -3.189
C -1.151 -0.014 -3.394
C 0.470 2.208 -1.588
H -1.202 2.138 -3.701
H -2.774 1.379 -3.593
H -0.139 -0.066 -2.989
H -1.111 -0.254 -4.457
H -1.744 -0.772 -2.881
H 0.968 1.284 -1.309
H 0.994 3.045 -1.132
H 0.530 2.332 -2.665
O -2.094 -3.575 -1.373
C -3.292 -3.532 -1.408
O -3.877 -2.649 -2.244
C -5.282 -2.629 -2.512
C -6.036 -1.799 -1.494
C -4.152 -4.366 -0.489
H -5.675 -3.644 -2.591
H -5.373 -2.180 -3.499
H -5.953 -2.218 -0.491
H -7.093 -1.744 -1.758
H -5.631 -0.787 -1.460
H -4.283 -3.828 0.449
H -3.627 -5.297 -0.289
H -5.127 -4.618 -0.899
O 2.806 0.559 -2.503
C 3.751 0.538 -1.758
O 3.670 -0.227 -0.654
C 4.785 -0.476 0.207
C 4.942 0.606 1.254
C 4.963 1.406 -1.975
H 5.696 -0.623 -0.374
H 4.562 -1.428 0.688
H 5.155 1.575 0.801
H 5.756 0.359 1.937
H 4.022 0.709 1.830
H 4.792 2.382 -1.526
H 5.097 1.540 -3.045
H 5.885 0.985 -1.579
O 5.968 4.429 -2.098
C 6.250 4.708 -3.232
O 5.647 4.035 -4.229
C 5.751 4.410 -5.606
C 6.975 3.809 -6.266
C 7.315 5.727 -3.562
H 5.715 5.495 -5.714
H 4.849 4.018 -6.073
H 7.897 4.174 -5.812
H 6.993 4.056 -7.327
H 6.964 2.725 -6.159
H 8.283 5.229 -3.576
H 7.317 6.477 -2.776
H 7.160 6.241 -4.507
O -2.109 -2.261 -6.755
C -1.265 -2.870 -6.155
O -0.157 -3.260 -6.820
C 0.991 -3.802 -6.162
C 0.872 -5.298 -5.957
C -1.441 -3.273 -4.712
H 1.188 -3.273 -5.229
H 1.825 -3.586 -6.828
H 0.038 -5.548 -5.301
H 1.787 -5.695 -5.515
H 0.700 -5.796 -6.911
H -1.973 -4.222 -4.667
H -2.039 -2.516 -4.217
H -0.509 -3.355 -4.157

Output
total charge: 0
E_HOMO: -9.4 eV
F_max: 1.437 eV/Å


The following is a DFT calculation (ωB97M-V with the def2-TZVPD basis set) of C29H35FeN5O2SeSi2 as an isolated structure.

Atoms and positions in Å:
Fe 1.421 0.027 0.018
N 5.266 -0.686 1.415
C 5.701 -0.866 0.123
C 4.593 -0.755 -0.663
N 3.503 -0.522 0.127
C 3.935 -0.477 1.371
C 2.981 -0.194 2.424
N 1.763 0.191 2.085
C 1.045 0.324 3.246
C 1.853 0.029 4.299
N 3.079 -0.298 3.761
H 5.857 -0.662 2.229
H 6.733 -1.048 -0.110
H 4.513 -0.829 -1.732
H 0.013 0.631 3.239
H 1.678 0.026 5.359
H 3.883 -0.598 4.287
C -1.064 4.355 -1.214
Si 0.738 4.162 -0.780
C 1.813 5.197 -1.898
C 1.045 4.535 1.026
Se 1.374 2.005 -1.225
H -1.326 5.415 -1.184
H -1.722 3.825 -0.523
H -1.270 3.980 -2.217
H 1.586 6.256 -1.759
H 1.637 4.947 -2.945
H 2.871 5.043 -1.685
H 0.742 5.559 1.254
H 2.101 4.427 1.276
H 0.477 3.863 1.673
C -2.996 1.104 -4.271
C -1.703 0.597 -4.265
C -1.136 0.167 -3.075
C -1.847 0.228 -1.875
C -3.145 0.740 -1.900
C -3.716 1.178 -3.088
Si -1.126 -0.417 -0.273
C -1.595 -2.238 -0.120
C -2.170 -2.917 -1.198
C -2.543 -4.253 -1.093
C -2.345 -4.939 0.098
C -1.771 -4.282 1.181
C -1.397 -2.952 1.067
C -1.850 0.511 1.202
C -1.447 1.832 1.435
C -1.949 2.566 2.499
C -2.867 1.987 3.367
C -3.282 0.681 3.153
C -2.781 -0.048 2.081
H -3.439 1.447 -5.197
H -1.135 0.549 -5.184
H -0.113 -0.197 -3.076
H -3.717 0.807 -0.981
H -4.721 1.578 -3.088
H -2.357 -2.388 -2.126
H -3.012 -4.750 -1.934
H -2.646 -5.974 0.187
H -1.620 -4.808 2.115
H -0.937 -2.462 1.918
H -0.723 2.283 0.770
H -1.627 3.589 2.652
H -3.261 2.554 4.200
H -4.007 0.229 3.817
H -3.131 -1.061 1.928
N 0.800 -4.519 -2.188
C 1.178 -4.398 -0.786
C 1.425 -2.940 -0.461
O 1.533 -2.478 0.652
O 1.520 -2.152 -1.532
H -0.208 -4.510 -2.287
H 1.157 -5.364 -2.613
H 1.335 -2.738 -2.314
H 2.117 -4.923 -0.599
H 0.438 -4.777 -0.077

Output
total charge: +1
ΔE to the lowest compared entry with this formula, charge and spin: 1.0 kcal per mole
E_HOMO (alpha / beta): -9.2 / -10.3 eV
spin multiplicity: 6
F_max: 0.403 eV/Å


The following is a DFT calculation (ωB97M-V with the def2-TZVPD basis set) of an isolated ion of composition C3H9N2S and charge -1 in a non-equilibrium geometry.

Atoms and positions in Å:
N 0.479 1.083 1.202
C 0.190 -0.069 0.297
C -0.385 0.324 -1.061
S -2.203 0.477 -1.001
C 1.512 -0.839 0.071
N 2.277 -1.316 1.230
H -0.062 1.871 0.855
H 1.455 1.348 1.105
H -0.489 -0.711 0.852
H -0.082 -0.428 -1.799
H 0.174 1.198 -1.395
H 2.197 -0.203 -0.508
H 1.307 -1.690 -0.564
H 2.700 -0.529 1.724
H 1.646 -1.629 1.972

Output
total charge: -1
ΔE to the lowest compared entry with this formula, charge and spin: 11.0 kcal per mole
E_HOMO: -2.4 eV
F_max: 1.576 eV/Å


The following is a DFT calculation (ωB97M-V with the def2-TZVPD basis set) of a single C6H6O molecule in a non-equilibrium geometry.

Atoms and positions in Å:
C 2.704 -0.475 0.396
C 1.428 -0.753 0.726
C 0.271 -0.194 0.058
C -0.043 0.993 -0.548
C -1.509 1.045 -0.766
O -1.998 -0.232 -0.278
C -0.959 -0.887 0.150
H 3.496 -0.928 1.022
H 0.646 1.800 -0.762
H -2.018 1.820 -0.185
H -1.818 1.107 -1.814
H -1.136 -1.912 0.476
H 0.933 -1.384 1.525

Output
total charge: 0
ΔE to the lowest compared entry with this formula, charge and spin: 135.6 kcal per mole
E_HOMO (alpha / beta): -6.3 / -6.3 eV
F_max: 1.064 eV/Å


The following is a DFT calculation (ωB97M-V with the def2-TZVPD basis set) of C40H38N5O3RuS3 as an isolated structure.

Atoms and positions in Å:
Ru -0.012 0.393 -0.220
C -5.539 -4.679 -2.862
C -4.320 -3.799 -2.817
C -3.827 -3.347 -1.592
C -2.706 -2.539 -1.530
C -2.066 -2.177 -2.708
C -2.536 -2.609 -3.936
C -3.661 -3.421 -3.982
S -0.674 -1.089 -2.646
O 0.113 -1.315 -3.829
O -1.184 0.258 -2.427
N 0.111 -1.437 -1.281
C 1.417 -1.928 -1.472
C 1.742 -3.159 -1.978
C 3.093 -3.513 -2.163
C 4.107 -2.658 -1.834
C 3.808 -1.389 -1.291
C 4.780 -0.453 -0.882
C 4.371 0.727 -0.335
C 3.000 0.990 -0.192
N 2.068 0.154 -0.573
C 2.455 -1.034 -1.120
H -6.404 -4.167 -2.436
H -5.383 -5.592 -2.285
H -5.784 -4.964 -3.885
H -4.326 -3.639 -0.675
H -2.312 -2.198 -0.580
H -2.020 -2.316 -4.841
H -4.029 -3.766 -4.940
H 0.958 -3.852 -2.252
H 3.323 -4.488 -2.573
H 5.144 -2.940 -1.974
H 5.832 -0.688 -0.996
H 5.079 1.471 0.002
H 2.664 1.916 0.256
C -4.073 4.778 2.695
C -4.391 3.575 3.539
C -5.139 3.682 4.705
C -5.420 2.574 5.492
C -4.970 1.324 5.098
C -4.240 1.187 3.926
C -3.931 2.307 3.158
N -3.194 2.209 1.959
C -2.196 1.317 1.656
N -1.516 0.841 2.710
C -0.441 -0.065 2.754
C 0.322 -0.396 1.624
C 1.275 -1.407 1.830
C 1.517 -1.982 3.063
C 0.797 -1.562 4.170
C -0.198 -0.612 4.028
C -1.006 -0.195 5.231
N -1.889 1.044 0.417
C -2.432 1.945 -0.551
C -1.507 3.091 -0.914
C -1.810 3.688 -2.319
C -3.303 3.841 -2.461
C -4.142 2.986 -1.881
C -3.680 1.888 -1.026
C -4.639 0.786 -0.684
H -4.414 5.691 3.180
H -4.559 4.725 1.715
H -2.999 4.858 2.517
H -5.496 4.660 5.005
H -5.993 2.687 6.403
H -5.198 0.447 5.690
H -3.928 0.205 3.593
H -3.567 2.685 1.149
H -1.868 1.142 3.603
H 1.855 -1.776 1.000
H 2.271 -2.755 3.160
H 0.991 -1.986 5.148
H -0.629 -0.691 6.123
H -2.063 -0.459 5.132
H -0.952 0.884 5.417
H -1.745 3.913 -0.225
H -1.338 4.674 -2.327
H -3.672 4.604 -3.135
H -5.209 3.059 -2.069
H -5.121 0.414 -1.591
H -5.433 1.140 -0.016
H -4.128 -0.045 -0.200
C 0.813 2.379 -4.560
O 0.076 3.076 -3.550
C -1.240 2.984 -3.550
S -2.133 2.334 -4.752
S 0.240 2.637 -0.541
H 0.552 2.760 -5.546
H 0.594 1.314 -4.513
H 1.858 2.571 -4.333

Output
total charge: 0
ΔE to the lowest compared entry with this formula, charge and spin: 14.3 kcal per mole
E_HOMO (alpha / beta): -7.0 / -7.3 eV
spin multiplicity: 2
F_max: 0.760 eV/Å


| no. | electronic energy (eV) |
| --- | --- |
| 1 | -126010.8264 |
| 2 | -8289.9063 |
| 3 | -52325.4102 |
| 4 | -11095.6986 |
| 5 | -9370.1064 |
| 6 | -144775.9209 |
| 7 | -157673.8063 |
| 8 | -17073.0492 |
| 9 | -8360.6280 |
| 10 | -90778.4527 |